Entry 1:
{"formula": "C3H4NO", "method": "the ωB97M-V functional and the def2-TZVPD basis", "e_lumo_ev": [4.22, 4.22], "homo_ev": [-2.0, -2.0], "charge": -1, "species": ["C", "C", "C", "N", "O", "H", "H", "H", "H"], "xyz": [[-0.64, -0.25, -0.05], [-1.82, -0.58, 0.00], [0.78, 0.19, -0.16], [-2.96, -1.96, 0.61], [-2.20, -2.87, 1.09], [1.10, 0.81, 0.77], [1.43, -0.66, -0.25], [0.84, 0.86, -0.95], [-3.42, -2.33, -0.31]]}


Entry 2:
{"formula": "C6H7FSi", "method": "the ωB97M-V functional and the def2-TZVPD basis", "e_lumo_ev": [-0.11, -0.11], "homo_ev": [-8.0, -8.0], "charge": 0, "smiles": "C#C[Si](F)=C=C.C=C", "species": ["C", "C", "Si", "F", "C", "C", "H", "H", "H", "C", "C", "H", "H", "H", "H"], "xyz": [[1.53, -2.50, 0.51], [1.44, -1.34, 0.17], [1.47, 0.49, -0.07], [2.70, 0.61, -1.08], [0.92, 1.86, 0.85], [0.22, 2.93, 1.05], [1.50, -3.56, 0.68], [0.77, 3.67, 1.74], [-0.70, 3.12, 0.71], [-1.74, -0.34, -0.38], [-1.62, -1.43, -1.12], [-0.78, 0.05, 0.09], [-2.59, 0.21, -0.42], [-2.55, -1.87, -1.61], [-0.59, -1.89, -1.13]]}


Entry 3:
{"formula": "C9H11NO2", "method": "the ωB97M-V functional and the def2-TZVPD basis", "e_lumo_ev": 0.67, "homo_ev": -9.2, "charge": 0, "species": ["C", "C", "C", "C", "C", "C", "C", "C", "C", "H", "H", "H", "H", "H", "H", "H", "H", "H", "H", "H", "N", "O", "O"], "xyz": [[1.78, -1.66, -1.29], [0.67, -0.69, -1.11], [0.97, 0.33, 0.08], [-0.30, 0.90, 0.73], [-1.12, -0.04, 1.39], [-2.32, 0.32, 2.01], [-2.68, 1.68, 1.87], [-1.97, 2.58, 1.14], [-0.60, 2.22, 0.53], [3.58, -2.97, -1.71], [1.72, -1.68, -3.46], [0.46, -0.25, -2.10], [-0.30, -1.21, -0.60], [1.44, 0.89, -0.31], [1.75, -0.43, 0.70], [-1.22, -0.96, 1.61], [-3.14, -0.26, 2.60], [-3.91, 1.77, 2.31], [-2.21, 3.58, 0.79], [0.02, 2.95, 0.50], [1.84, -2.22, -2.47], [2.92, -2.94, -2.78], [2.62, -1.91, -0.43]]}


Entry 4:
{"formula": "C16H32NOPPtSi", "method": "the ωB97M-V functional and the def2-TZVPD basis", "s2": 6.026, "e_lumo_ev": [-6.39, -10.41], "homo_ev": [-12.5, -14.5], "spin_multiplicity": 5, "charge": 2, "species": ["C", "C", "C", "C", "C", "C", "C", "C", "N", "Pt", "C", "P", "H", "H", "H", "H", "H", "H", "H", "H", "C", "C", "H", "C", "C", "H", "H", "H", "H", "H", "H", "H", "H", "H", "H", "H", "H", "H", "H", "C", "Si", "C", "C", "O", "H", "H", "H", "H", "H", "H", "H", "H", "H"], "xyz": [[0.23, -0.10, -4.94], [1.40, 0.13, -4.23], [1.38, 0.35, -2.84], [0.14, 0.32, -2.19], [-1.03, -0.01, -2.87], [-0.98, -0.24, -4.25], [2.67, 0.54, -2.09], [2.69, 1.42, -0.82], [2.63, 2.82, -1.06], [0.04, 0.97, -0.22], [-2.32, -0.07, -2.09], [-2.09, 1.09, -0.66], [2.37, 0.16, -4.73], [-1.91, -0.50, -4.76], [0.25, -0.21, -6.02], [-2.49, -1.07, -1.66], [-3.20, 0.21, -2.68], [3.01, -0.45, -1.76], [3.43, 0.92, -2.78], [1.91, 1.06, -0.04], [-3.49, 0.91, 0.45], [-2.25, 2.72, -1.46], [3.68, 1.26, -0.36], [1.66, 3.42, -1.94], [3.07, 3.68, 0.00], [-0.44, -0.77, 1.77], [2.02, 4.44, -2.17], [1.55, 2.86, -2.88], [0.66, 3.51, -1.47], [3.28, 4.67, -0.41], [2.31, 3.79, 0.80], [3.98, 3.27, 0.45], [-3.25, 2.85, -1.89], [-2.05, 3.46, -0.68], [-1.48, 2.81, -2.24], [-4.43, 1.12, -0.09], [-3.53, -0.11, 0.85], [-3.37, 1.62, 1.27], [-0.03, 1.69, 1.20], [-2.01, -2.48, 3.79], [-0.34, -2.67, 2.95], [1.04, -2.18, 4.14], [-0.04, -4.38, 2.26], [-0.30, -1.72, 1.59], [-2.13, -3.17, 4.63], [-2.83, -2.66, 3.08], [-2.14, -1.46, 4.17], [1.10, -2.83, 5.02], [2.01, -2.22, 3.62], [0.90, -1.15, 4.49], [-0.78, -4.62, 1.49], [0.95, -4.42, 1.77], [-0.07, -5.16, 3.03]]}


Entry 5:
{"formula": "C16H21MoN3O2S", "method": "the ωB97M-V functional and the def2-TZVPD basis", "s2": 2.007, "e_lumo_ev": [-17.64, -17.45], "homo_ev": [-21.9, -21.9], "spin_multiplicity": 3, "charge": 4, "species": ["N", "C", "C", "H", "H", "H", "N", "C", "C", "H", "H", "H", "N", "C", "C", "H", "H", "H", "Mo", "C", "O", "C", "O", "C", "C", "C", "C", "C", "C", "H", "H", "H", "H", "H", "H", "C", "S", "C", "H", "H", "H", "H", "H", "H"], "xyz": [[0.92, -2.50, -3.30], [0.26, -3.47, -3.31], [-0.51, -4.69, -3.40], [-0.01, -5.38, -4.09], [-1.53, -4.48, -3.76], [-0.59, -5.18, -2.41], [-2.89, 1.67, 0.63], [-3.68, 1.80, 1.46], [-4.72, 2.02, 2.44], [-5.70, 1.97, 1.95], [-4.60, 3.02, 2.88], [-4.66, 1.25, 3.22], [3.74, 1.61, -1.18], [4.22, 2.25, -0.33], [4.89, 3.06, 0.67], [4.51, 2.86, 1.69], [4.74, 4.13, 0.46], [5.97, 2.84, 0.64], [-1.24, 1.30, -0.87], [-0.04, 1.37, 1.23], [0.56, 1.28, 2.20], [-1.62, -0.92, 0.03], [-1.68, -1.96, 0.48], [-1.78, 0.88, -2.88], [-0.40, 0.77, -2.74], [0.35, 1.83, -2.18], [-0.32, 3.00, -1.76], [-1.72, 3.11, -1.88], [-2.46, 2.04, -2.45], [-2.35, 0.04, -3.27], [0.11, -0.16, -3.01], [1.42, 1.72, -2.02], [0.25, 3.79, -1.28], [-2.22, 3.99, -1.50], [-3.54, 2.10, -2.51], [3.54, -2.89, 0.83], [2.29, -1.89, 0.00], [3.27, -1.49, -1.46], [3.59, -3.87, 0.36], [4.51, -2.39, 0.82], [3.21, -3.01, 1.87], [4.34, -1.46, -1.19], [3.06, -2.24, -2.23], [2.98, -0.49, -1.82]]}


Entry 6:
{"formula": "C32H87N3O20", "method": "the ωB97M-V functional and the def2-TZVPD basis", "e_lumo_ev": 0.50, "homo_ev": -8.4, "charge": 0, "smiles": "COCCNCCOC.COCCNCCOC.COCCNCCOC.OCCO.OCCO.OCCO.OCCO.OCCO.OCCO.OCCO", "species": ["C", "O", "C", "C", "N", "C", "C", "O", "C", "H", "H", "H", "H", "H", "H", "H", "H", "H", "H", "H", "H", "H", "H", "H", "C", "O", "C", "C", "N", "C", "C", "O", "C", "H", "H", "H", "H", "H", "H", "H", "H", "H", "H", "H", "H", "H", "H", "H", "C", "O", "C", "C", "N", "C", "C", "O", "C", "H", "H", "H", "H", "H", "H", "H", "H", "H", "H", "H", "H", "H", "H", "H", "O", "C", "C", "O", "H", "H", "H", "H", "H", "H", "O", "C", "C", "O", "H", "H", "H", "H", "H", "H", "O", "C", "C", "O", "H", "H", "H", "H", "H", "H", "O", "C", "C", "O", "H", "H", "H", "H", "H", "H", "O", "C", "C", "O", "H", "H", "H", "H", "H", "H", "O", "C", "C", "O", "H", "H", "H", "H", "H", "H", "O", "C", "C", "O", "H", "H", "H", "H", "H", "H"], "xyz": [[1.26, -4.02, 0.97], [1.46, -3.57, 2.34], [0.38, -3.39, 3.12], [0.49, -2.35, 4.27], [0.96, -1.06, 3.82], [2.49, -1.04, 3.82], [3.10, -1.13, 5.16], [4.36, -0.57, 5.18], [5.43, -1.29, 4.80], [2.15, -4.21, 0.37], [0.83, -3.31, 0.26], [0.81, -5.01, 0.97], [0.30, -4.39, 3.56], [-0.51, -3.05, 2.59], [1.04, -2.71, 5.14], [-0.49, -2.05, 4.63], [0.80, -1.07, 2.82], [2.66, -0.04, 3.42], [2.93, -1.64, 3.02], [3.12, -2.18, 5.43], [2.55, -0.57, 5.92], [6.29, -0.66, 4.58], [5.42, -1.95, 3.93], [5.84, -1.96, 5.56], [-0.75, -7.68, -4.55], [-1.30, -7.63, -3.21], [-2.13, -6.47, -3.10], [-2.60, -6.61, -1.63], [-1.51, -6.42, -0.71], [-1.98, -6.67, 0.67], [-2.91, -5.61, 1.30], [-2.40, -4.36, 0.96], [-3.15, -3.18, 1.43], [0.24, -7.25, -4.47], [-1.24, -7.19, -5.39], [-0.67, -8.75, -4.72], [-3.02, -6.50, -3.73], [-1.57, -5.54, -3.17], [-3.18, -7.48, -1.31], [-3.23, -5.78, -1.32], [-1.17, -5.48, -0.64], [-1.14, -6.76, 1.36], [-2.35, -7.70, 0.67], [-3.14, -5.78, 2.35], [-3.87, -5.66, 0.80], [-4.20, -3.16, 1.14], [-2.68, -2.19, 1.40], [-3.12, -3.37, 2.50], [-0.19, 8.53, -1.51], [0.37, 7.27, -1.48], [1.79, 7.28, -1.26], [2.25, 5.81, -0.85], [2.18, 5.66, 0.56], [2.70, 4.43, 1.00], [2.37, 4.26, 2.51], [3.60, 4.73, 3.20], [3.56, 4.71, 4.61], [0.13, 9.32, -0.84], [-1.25, 8.54, -1.25], [0.03, 8.98, -2.48], [2.09, 8.07, -0.57], [2.17, 7.59, -2.23], [3.27, 5.81, -1.24], [1.58, 5.06, -1.26], [2.73, 6.33, 1.08], [3.79, 4.51, 0.90], [2.37, 3.53, 0.48], [2.23, 3.18, 2.56], [1.48, 4.81, 2.78], [4.47, 5.13, 5.05], [3.63, 3.67, 4.92], [2.71, 5.28, 4.99], [-3.39, 2.17, 3.69], [-1.98, 2.38, 3.68], [-1.30, 1.23, 4.42], [0.20, 1.47, 4.42], [-3.81, 3.00, 3.45], [-1.56, 2.43, 2.67], [-1.87, 3.27, 4.30], [-1.44, 0.27, 3.92], [-1.61, 1.12, 5.46], [0.64, 0.62, 4.38], [-4.36, -0.58, -1.22], [-3.81, -1.52, -2.12], [-4.53, -2.88, -1.87], [-4.30, -3.85, -2.88], [-3.68, -0.34, -0.58], [-4.02, -1.12, -3.11], [-2.75, -1.73, -2.06], [-5.59, -2.73, -1.67], [-4.11, -3.29, -0.95], [-5.05, -4.38, -3.16], [0.15, -1.92, -2.69], [-0.15, -2.94, -3.66], [0.98, -4.03, -3.60], [1.25, -4.55, -2.29], [0.48, -2.41, -1.93], [-1.08, -3.49, -3.48], [-0.19, -2.57, -4.69], [1.95, -3.59, -3.82], [0.74, -4.77, -4.37], [1.26, -5.50, -2.16], [-1.77, 0.01, 0.12], [-1.32, 1.27, -0.36], [0.20, 1.30, -0.08], [0.83, 0.33, -0.75], [-0.93, -0.45, 0.13], [-1.55, 1.42, -1.42], [-1.81, 2.07, 0.20], [0.47, 1.14, 0.96], [0.45, 2.36, -0.16], [0.54, 0.46, -1.66], [2.59, 1.45, -3.36], [3.77, 0.74, -3.23], [4.90, 1.80, -3.18], [4.99, 2.51, -1.98], [2.50, 1.91, -2.52], [3.63, 0.35, -2.22], [3.70, -0.03, -3.99], [4.78, 2.56, -3.95], [5.84, 1.44, -3.60], [5.94, 2.64, -1.95], [-0.80, 6.95, 1.88], [-1.53, 5.77, 2.22], [-2.23, 5.28, 0.87], [-1.17, 4.85, 0.02], [-0.11, 6.66, 1.28], [-0.77, 5.14, 2.69], [-2.33, 6.06, 2.91], [-2.76, 6.01, 0.24], [-2.85, 4.43, 1.14], [-0.37, 5.37, 0.13], [-0.94, 0.03, -4.87], [-2.26, 0.43, -4.60], [-2.64, 1.74, -5.50], [-1.98, 2.95, -5.12], [-0.29, 0.62, -4.48], [-2.79, -0.44, -4.99], [-2.39, 0.47, -3.52], [-3.71, 1.92, -5.42], [-2.43, 1.68, -6.57], [-1.09, 3.07, -5.46]]}